Below is a molecular structure, C18H32FN2O12PS in a non-equilibrium geometry, with properties calculated with the ωB97M-V functional and the def2-TZVPD basis.

- spin multiplicity = 1
- highest occupied orbital energy (Ha) = -0.3095
- largest force on an atom (eV Å⁻¹) = 8.05
- charge = 0

Structure (XYZ):
```
67
Properties=species:S:1:pos:R:3:forces:R:3
H 1.588740 -3.393563 -1.275272 -0.60 -0.24 1.74
C -0.073903 0.167564 2.638024 -2.82 -0.66 1.56
H -3.237416 -6.729906 -0.388272 0.52 0.89 0.10
H 4.813002 1.954699 3.179845 -0.12 0.16 -0.10
O -1.817884 -2.978907 4.317573 0.07 1.69 -0.94
H 2.906840 6.550602 3.033840 0.00 0.02 0.17
H -3.359761 1.727830 3.706493 1.33 -1.46 -0.23
N -0.775545 -4.432458 -1.680157 -2.15 -0.94 -1.21
C 1.327853 -2.120290 0.566348 0.88 0.10 -1.46
O -2.791954 -5.874641 -0.167833 1.19 0.22 -2.80
O 2.827996 2.570868 3.383258 0.04 0.42 0.25
C -2.745751 -0.569739 4.023982 2.78 1.16 -1.40
H -1.092622 -3.129483 -0.003146 1.28 -0.83 -0.37
C -2.086148 0.037354 -4.743347 -0.28 0.22 -0.14
H -2.340648 -0.591836 -3.889876 0.06 0.08 -0.09
H 1.156565 6.509219 3.166146 -0.02 0.06 0.17
H -3.737777 -0.854873 4.505275 1.68 0.18 -0.69
O -0.253346 1.167159 -5.877275 0.14 0.65 -0.14
H 2.472518 -3.062351 1.943617 -0.31 1.06 0.19
C -1.194792 1.245270 2.867081 -0.97 -2.79 1.15
C -1.610776 -1.639065 3.835823 0.28 2.85 -1.36
O -3.406519 -3.722965 -1.497880 3.12 -3.77 -0.53
N 1.884832 -2.203404 1.950066 -1.36 -0.89 -0.30
H 3.977419 2.440799 1.665753 0.13 0.03 0.15
H 0.884943 0.493355 2.086345 -1.74 -0.67 1.10
O -0.257911 2.973783 -7.088750 -0.01 -0.17 0.37
O 4.186635 4.374631 3.640572 -0.37 -0.27 0.13
H 1.354486 5.838984 5.575089 0.02 -0.34 -0.12
H 2.080307 -1.485783 -0.046037 -1.25 -1.02 0.95
C 3.130236 3.812705 3.800463 -0.22 0.12 -0.11
H 2.090278 7.690566 4.114047 -0.04 -0.08 0.02
C 2.076774 6.666675 3.734858 0.13 -0.08 -0.31
C -0.648033 2.450124 -5.912195 -0.12 -0.40 0.00
H 0.295984 -3.478164 2.854920 0.64 1.55 0.05
O -2.930542 -5.963438 -2.904588 2.95 0.88 2.90
C 1.194718 -3.540423 -0.196457 -0.36 0.75 -1.16
C -0.243924 -1.294808 3.136269 -2.89 2.43 0.26
F -1.964519 -3.406548 -4.050986 2.07 -0.46 2.67
S -0.808346 -3.134130 -2.843343 3.46 6.93 -2.20
H 3.578531 0.907381 2.461572 -0.21 0.16 0.15
C -0.706148 4.310128 -7.300740 -0.07 0.42 -0.15
H 0.324705 -1.583270 0.482206 1.42 -0.65 0.52
H 1.851210 -4.369229 0.262699 -1.25 1.23 -0.53
C 3.867334 1.945655 2.633357 0.29 -0.34 -0.25
H -2.152679 -6.580447 -2.994326 -1.05 0.42 -0.37
H -2.308475 -0.506225 -5.665753 0.12 -0.08 0.09
H -2.738110 0.914330 -4.727709 0.13 -0.03 0.09
H -0.002887 -0.461709 -4.677936 0.09 0.23 -0.25
C -0.356611 -3.945312 -0.317111 0.44 -0.25 2.04
H -0.229824 4.683272 -8.208395 0.05 -0.30 0.08
C -2.559712 0.925759 3.559593 3.85 -3.63 -0.75
C 2.176517 5.670951 4.875133 0.01 0.63 0.09
O -1.126123 -1.794868 -2.244293 -0.19 -4.47 -0.80
H -1.841080 -3.620450 3.574887 0.06 0.82 0.46
H -0.520384 -4.832625 0.409925 -0.02 1.25 -1.46
H 3.107323 5.790890 5.436677 -0.01 -0.14 -0.20
H -1.788730 4.320640 -7.446479 0.08 0.06 0.16
O -1.265882 3.029157 -5.051636 0.32 -0.11 -0.35
H -1.039092 2.323813 2.523739 -0.01 -1.85 0.46
C -0.623234 0.437486 -4.698725 -0.33 -0.46 0.50
O 0.513682 -2.982314 -3.575723 -4.12 -2.36 2.02
P -2.488541 -4.964727 -1.580528 -5.54 2.19 0.75
C 0.836019 -2.457940 2.980353 -0.37 0.30 1.33
H 1.388923 -2.524403 3.997585 -0.94 0.01 -1.59
H -0.387687 1.011728 -3.798268 -0.09 0.10 -0.20
H -0.423673 4.961008 -6.470257 -0.15 -0.16 -0.02
O 2.042621 4.325907 4.399881 0.34 -0.40 -0.06
```
Positions in Å, forces in eV/Å.